# 1
Molecular formula: C20H60O10
Method: DFT, wB97M-V/def2-TZVPD

```
90
Properties=species:S:1:pos:R:3:forces:R:3
C -1.50844 -7.22070 2.33593 0.06 -0.01 0.82
C -2.80474 -7.51030 3.13649 1.17 1.99 -0.27
O -3.24951 -8.78094 2.88832 -0.33 -1.72 -0.44
H -1.61385 -7.24613 1.25134 -0.24 -0.09 0.12
H -0.68489 -7.87101 2.63083 -0.26 -0.55 -0.10
H -1.09478 -6.25513 2.62691 -0.42 0.37 -0.13
H -3.54488 -6.75514 2.87185 -0.26 0.12 -0.32
H -2.62300 -7.31716 4.19373 0.29 -0.24 0.28
H -3.97024 -9.02706 3.47275 0.00 0.14 0.03
C -4.38643 -0.43514 -6.45521 0.39 -0.52 0.64
C -5.26279 0.80531 -6.60942 1.01 -0.60 -0.40
O -6.36274 0.53784 -7.43907 -0.67 0.08 -0.31
H -4.12991 -0.96912 -7.37018 -0.45 0.33 -0.33
H -4.85018 -1.16246 -5.78885 -0.24 -0.11 -0.02
H -3.41378 -0.25003 -5.99936 0.00 0.49 0.18
H -4.67993 1.56452 -7.13094 -0.13 0.23 0.17
H -5.58246 1.17110 -5.63366 0.10 0.17 0.07
H -7.03024 0.06709 -6.93463 -0.02 -0.08 0.00
C 6.37674 4.50964 4.04523 0.27 0.19 0.48
C 7.24555 3.34114 4.54313 -1.20 1.42 0.48
O 8.48383 3.36676 3.91021 0.83 -1.38 -1.03
H 5.45905 4.68089 4.60792 -0.01 -0.30 0.19
H 6.09333 4.41719 2.99679 0.23 -0.14 -0.02
H 6.97287 5.41241 4.17842 -0.06 0.26 -0.19
H 6.65486 2.43745 4.39309 0.77 -0.44 -0.47
H 7.43031 3.39398 5.61606 -0.35 0.21 0.29
H 8.89602 4.23207 3.85585 -0.49 0.16 0.28
C -7.06603 -4.12614 -0.52448 0.11 1.53 -0.04
C -7.22077 -2.61707 -0.00281 -0.76 -1.89 -1.18
O -6.15825 -2.26200 0.82249 0.86 -0.30 0.72
H -7.24610 -4.90005 0.22167 0.49 0.30 0.31
H -6.09222 -4.18645 -1.01043 0.25 -0.32 0.47
H -7.74398 -4.39906 -1.33318 -0.43 0.60 0.00
H -8.17605 -2.53904 0.51627 -0.15 0.13 0.04
H -7.21317 -1.94785 -0.86315 -0.32 -0.07 -0.28
H -6.30871 -1.38253 1.17675 -0.05 0.01 -0.02
C 7.15284 7.05240 -2.13613 0.33 -0.31 -0.17
C 7.06989 5.65047 -2.72575 -0.88 0.10 0.08
O 5.74092 5.13788 -2.48632 0.28 0.29 0.01
H 8.00617 7.59951 -2.53687 0.18 -0.15 -0.02
H 7.29787 6.96985 -1.05898 -0.33 0.28 0.03
H 6.27661 7.64113 -2.40765 -0.13 -0.17 0.26
H 7.77304 4.97726 -2.23537 0.32 0.06 -0.18
H 7.22847 5.67303 -3.80392 0.28 -0.01 -0.05
H 5.61367 4.38500 -3.06819 -0.05 -0.10 0.03
C 0.52707 -5.38721 -7.29799 0.54 0.39 -0.46
C 0.24861 -5.20899 -5.83142 -0.94 -1.79 0.49
O 0.91206 -4.15662 -5.21614 0.61 1.34 -0.17
H 0.44748 -4.44064 -7.83255 0.09 0.09 0.02
H -0.16237 -6.07164 -7.79228 -0.14 -0.10 0.34
H 1.52633 -5.79762 -7.44341 0.10 0.18 -0.11
H 0.56422 -6.11199 -5.30884 0.01 -0.45 -0.06
H -0.82957 -5.19096 -5.67232 -0.22 0.46 0.01
H 0.39293 -3.80573 -4.48883 -0.03 -0.10 -0.05
C -1.41140 4.85172 6.33725 0.81 0.61 -0.16
C -0.84354 6.27349 6.64638 -1.14 -0.71 -1.43
O -0.43324 6.38386 7.96453 0.75 -0.08 1.06
H -0.64056 4.09639 6.49018 0.07 0.05 0.60
H -1.62049 4.69010 5.27978 -0.36 0.57 -0.11
H -2.30091 4.61057 6.91924 0.13 0.11 0.06
H -1.57878 7.06156 6.48370 -0.53 -0.16 -0.39
H -0.01687 6.53744 5.98679 0.16 -0.41 -0.33
H 0.19758 7.10632 7.92315 0.11 0.02 0.69
C -4.28297 -1.01769 7.35683 -1.07 -0.22 0.21
C -4.26331 -0.79732 8.85357 -0.73 0.34 -0.97
O -3.16497 -1.47872 9.34599 1.41 -0.08 1.18
H -5.29848 -0.83853 7.00366 0.08 0.47 -0.43
H -4.14641 -2.08762 7.19964 0.40 0.05 -0.16
H -3.53209 -0.41578 6.84498 -0.12 -0.18 -0.11
H -5.17421 -1.18124 9.31289 -0.13 0.01 0.04
H -4.16195 0.26009 9.09790 -0.36 0.18 -0.03
H -2.61305 -0.76749 9.67937 0.54 -0.56 0.27
C 0.97664 -0.45818 1.60964 0.37 0.87 0.13
C 0.41645 0.04946 0.26986 0.73 -0.84 1.06
O -0.50087 -0.90993 -0.19559 -0.24 -0.19 -0.90
H 1.59168 0.32094 2.05998 -0.31 0.31 0.36
H 1.68010 -1.29065 1.59400 -0.36 -0.31 -0.71
H 0.14360 -0.73411 2.25617 0.10 0.15 0.26
H 1.25410 0.15551 -0.41949 -0.32 -0.10 -0.37
H -0.08014 1.01458 0.37006 0.14 0.19 0.17
H -1.20436 -0.95924 0.45577 -0.11 -0.10 -0.02
C 5.07724 1.87778 -7.88419 0.34 -0.95 -1.02
C 4.28878 0.67106 -7.40429 -0.08 0.01 -0.39
O 4.44437 0.64167 -6.02905 -0.41 0.10 1.87
H 6.11153 1.66968 -7.61026 0.10 0.33 -0.01
H 4.79569 2.87083 -7.53392 -0.36 -0.37 0.37
H 5.02261 1.89580 -8.97267 0.13 0.13 -0.13
H 4.65296 -0.30567 -7.72283 0.60 0.22 -1.02
H 3.24446 0.65155 -7.71595 -0.33 0.54 0.05
H 3.98988 -0.13995 -5.70639 0.02 -0.01 0.30
```
Positions in Å, forces in eV/Å.

Output
Energy relative to the best compared isomer or geometry (same formula, charge and spin), kcal/mol: 87.4
Molecular weight, g mol⁻¹: 460.7
Spin multiplicity: 1
SMILES: CCO.CCO.CCO.CCO.CCO.CCO.CCO.CCO.CCO.CCO
Orbital gap, eV: 10.29
DFT total energy, eV: -42183.007

***

# 2
Molecular formula: C5H10N2
Method: DFT, wB97M-V/def2-TZVPD

```
17
Properties=species:S:1:pos:R:3:forces:R:3
H -2.45502 -0.16050 0.60355 0.29 -0.14 -0.01
N -2.31082 0.33269 -0.27656 -0.71 0.29 0.17
C -1.22991 0.08554 -0.86230 0.21 -0.27 -0.29
C -0.13350 -0.88183 -0.48844 0.01 0.10 0.42
C -0.25728 -1.41478 0.94311 -0.06 -0.05 -0.26
C 1.26456 -0.31480 -0.69128 -0.27 -0.45 -0.21
N 1.74264 0.80013 -0.38557 0.81 0.11 -0.20
C 1.00922 1.85963 0.22716 -0.46 0.18 0.16
H -1.06960 0.59989 -1.80824 0.08 0.10 -0.15
H -0.23332 -1.72279 -1.18744 0.05 0.08 0.03
H -1.18927 -1.96377 1.06979 -0.03 -0.04 0.08
H -0.22591 -0.59683 1.66099 0.00 0.05 0.05
H 0.56673 -2.09087 1.16059 0.02 -0.05 0.06
H 1.97107 -1.00858 -1.13804 0.08 -0.21 -0.08
H 1.17789 2.76093 -0.36367 -0.06 0.06 0.10
H -0.06746 1.68523 0.32099 0.11 0.16 0.12
H 1.43999 2.03069 1.21537 -0.06 0.08 0.01
```
Positions in Å, forces in eV/Å.

Output
Energy relative to the best compared isomer or geometry (same formula, charge and spin), kcal/mol: 29.2
Molecular weight, g mol⁻¹: 98.1
Spin multiplicity: 1
SMILES: [H]/N=C\[C@H](C)/C=N\C
Orbital gap, eV: 10.16
DFT total energy, eV: -8326.065